No. 1
Below is a 4-piece molecular cluster, C4H17NO4 overall at a distorted geometry, with properties calculated with wB97M-V/def2-TZVPD.

Summary:
relative energy (zero: lowest compared OMol25 entry of this formula, charge and spin): 0.4770 eV
gap between HOMO and LUMO: 0.3479 Eh
E_HOMO: -9.10 eV
SMILES: COC[C@H](C)N.O.O.O
LUMO level: 0.0134 hartree
strongest force on any atom: 1.01 eV Å⁻¹

Structure (ORCA input):
```
! wB97M-V def2-TZVPD RIJCOSX def2/J DEFGRID3
* xyz 0 1
C 0.72 -2.51 -0.28
H 0.11 0.33 -0.24
O -1.74 4.45 2.64
H 3.32 -1.65 -0.54
C 2.76 -2.05 -1.40
H 2.05 -1.71 1.80
H -1.28 -0.78 -0.52
H 1.36 -3.26 0.18
N 1.40 -0.97 1.55
O -2.60 2.79 0.43
H -0.39 -2.08 1.51
H -0.16 -2.98 -0.74
O 1.38 -1.82 -1.34
H 2.99 -3.12 -1.44
H -1.86 3.84 1.89
H -1.95 2.63 -0.28
H -1.73 2.51 -2.78
C 0.26 -1.53 0.82
H -0.65 1.50 -2.39
C -0.55 -0.40 0.21
O -1.38 2.01 -2.03
H -3.37 2.29 0.17
H -2.52 4.33 3.18
H 1.91 -0.36 0.93
H -1.23 0.08 0.92
H 3.16 -1.52 -2.26
*
```

natural (NBO) population analysis, charges in e, atoms 1 to 6: -0.072 0.202 -0.963 0.157 -0.244 0.348

***

No. 2
Below is a 2-piece molecular cluster, C6H12N2O overall at a distorted geometry, with properties calculated with wB97M-V/def2-TZVPD.

Summary:
relative energy (zero: lowest compared OMol25 entry of this formula, charge and spin): 2.6524 eV
gap between HOMO and LUMO: 0.3457 Eh
E_HOMO: -8.52 eV
SMILES: CNC(N)=O.C#CCC
LUMO level: 0.0327 hartree
strongest force on any atom: 3.14 eV Å⁻¹

Structure (ORCA input):
```
! wB97M-V def2-TZVPD RIJCOSX def2/J DEFGRID3
* xyz 0 1
H 2.49 -1.85 0.64
O 1.48 1.01 -1.30
C -1.65 1.22 -0.03
H -0.91 2.01 0.10
H -2.71 0.28 -1.68
H 2.31 1.81 0.83
H 0.22 -0.96 -0.94
H -2.59 1.61 0.37
C -1.41 -0.72 1.88
H 0.98 -2.81 0.53
C -1.82 0.90 -1.51
H 1.88 -2.37 -0.94
C 1.43 0.40 -0.24
H -0.98 0.36 -1.93
H -1.95 1.81 -2.10
N 0.79 -0.84 -0.11
H -1.41 -1.19 2.85
C 1.59 -2.04 0.06
N 2.04 0.84 0.90
C -1.34 -0.07 0.86
H 1.55 0.60 1.75
*
```

natural (NBO) population analysis, charges in e, atoms 1 to 6: 0.211 -0.643 -0.447 0.228 0.206 0.397

***

No. 3
Below is C3H10N2O as an isolated structure at a distorted geometry, with properties calculated with wB97M-V/def2-TZVPD.

Summary:
relative energy (zero: lowest compared OMol25 entry of this formula, charge and spin): 4.2551 eV
gap between HOMO and LUMO: 0.3468 Eh
E_HOMO: -8.66 eV
LUMO level: 0.0285 hartree
strongest force on any atom: 3.26 eV Å⁻¹

Structure (ORCA input):
```
! wB97M-V def2-TZVPD RIJCOSX def2/J DEFGRID3
* xyz 0 1
N -0.68 0.06 0.77
N 1.24 1.20 0.89
C -1.53 0.41 -0.37
H 0.79 -1.49 -1.19
H 1.25 1.85 0.10
H -1.60 -0.40 -1.10
H 1.18 -0.85 1.21
H -2.53 0.65 -0.01
H -1.10 1.29 -0.85
H 0.97 0.21 -1.68
H 0.03 1.20 1.33
O -1.27 -1.03 1.48
H 2.34 -0.66 -0.99
C 0.90 -0.10 0.47
C 1.26 -0.54 -0.94
H -1.24 -1.81 0.89
*
```

natural (NBO) population analysis, charges in e, atoms 1 to 6: -0.192 -0.902 -0.444 0.207 0.334 0.177

***

No. 4
Below is C4H5N3O2S as an isolated structure at a distorted geometry, with properties calculated with wB97M-V/def2-TZVPD.

Summary:
relative energy (zero: lowest compared OMol25 entry of this formula, charge and spin): 3.7693 eV
gap between HOMO and LUMO: 0.2556 Eh
E_HOMO: -7.82 eV
LUMO level: -0.0316 hartree
strongest force on any atom: 5.14 eV Å⁻¹

Structure (ORCA input):
```
! wB97M-V def2-TZVPD RIJCOSX def2/J DEFGRID3
* xyz 0 1
O 0.56 -2.15 -1.12
H 1.77 1.97 -0.61
N -0.58 -0.32 -0.37
C 1.61 -0.24 -0.02
H -2.42 0.97 -0.07
H 2.30 -1.20 1.98
H 2.68 -0.37 -0.31
H -3.30 -0.28 0.86
S 1.16 -0.79 1.65
N -1.65 -0.75 0.16
C -0.21 1.08 -0.55
C 1.18 1.10 -0.55
N -2.57 0.11 0.31
C 0.54 -1.11 -0.65
O -1.08 1.99 -0.70
*
```

natural (NBO) population analysis, charges in e, atoms 1 to 6: -0.470 0.233 -0.263 -0.437 0.432 0.121

***

Copy entry 3 word for word.
Below is C3H10N2O as an isolated structure at a distorted geometry, with properties calculated with wB97M-V/def2-TZVPD.

Summary:
relative energy (zero: lowest compared OMol25 entry of this formula, charge and spin): 4.2551 eV
gap between HOMO and LUMO: 0.3468 Eh
E_HOMO: -8.66 eV
LUMO level: 0.0285 hartree
strongest force on any atom: 3.26 eV Å⁻¹

Structure (ORCA input):
```
! wB97M-V def2-TZVPD RIJCOSX def2/J DEFGRID3
* xyz 0 1
N -0.68 0.06 0.77
N 1.24 1.20 0.89
C -1.53 0.41 -0.37
H 0.79 -1.49 -1.19
H 1.25 1.85 0.10
H -1.60 -0.40 -1.10
H 1.18 -0.85 1.21
H -2.53 0.65 -0.01
H -1.10 1.29 -0.85
H 0.97 0.21 -1.68
H 0.03 1.20 1.33
O -1.27 -1.03 1.48
H 2.34 -0.66 -0.99
C 0.90 -0.10 0.47
C 1.26 -0.54 -0.94
H -1.24 -1.81 0.89
*
```

natural (NBO) population analysis, charges in e, atoms 1 to 6: -0.192 -0.902 -0.444 0.207 0.334 0.177